1.
Below is a structure of composition C33H44F3I2N2O11P3S, with properties calculated with ωB97M-V/def2-TZVPD.

Orbital gap (eV): 7.91
E_LUMO (eV): -0.43
Molecular weight (g/mol): 1080.5

ORCA input file:
```
! RIJCOSX wB97M-V def2-TZVPD def2/J DEFGRID3
* xyz 0 1
C 2.632 -1.140 2.478
C 1.427 -0.094 2.640
C 0.746 0.088 1.247
C -0.552 -0.519 0.854
C -1.249 -1.420 1.927
C -0.424 -2.762 2.056
C -1.052 -3.982 1.320
F -2.266 -3.941 0.675
C -0.405 -5.172 1.338
F -1.035 -6.361 1.156
F 0.932 -5.221 1.583
C -1.073 -0.256 -0.495
C -2.426 -0.941 -0.915
C -2.227 -1.828 -2.236
O -2.471 -3.230 -1.976
C -1.434 -4.015 -2.438
O -1.413 -5.189 -2.179
C -0.346 0.625 -1.440
C -0.905 0.944 -2.860
O -2.321 1.295 -2.850
C -2.537 2.398 -2.020
C -3.791 2.416 -1.101
O -1.782 3.337 -2.031
C 0.946 1.230 -1.063
C 1.447 0.917 0.269
S 3.067 1.608 0.760
C 3.122 3.134 -0.250
C 3.897 4.299 0.194
I 4.965 4.271 2.045
C 3.950 5.516 -0.651
I 5.147 7.186 -0.007
C 3.212 5.589 -1.922
C 3.315 6.892 -2.772
C 2.447 4.401 -2.316
P 1.503 4.490 -3.947
N 0.717 5.870 -4.084
C 2.384 3.155 -1.507
N 1.614 2.048 -2.072
P 2.776 0.952 -2.864
P 2.556 0.996 -5.047
O 2.725 -0.418 -5.504
O 1.046 1.496 -5.553
O 3.814 1.918 -5.652
H 2.292 -2.088 2.981
H 3.582 -0.758 2.939
H 2.757 -1.329 1.378
H 0.736 -0.498 3.425
H 1.768 0.916 2.989
H -1.144 -0.881 2.912
H -2.344 -1.560 1.771
H -0.323 -3.038 3.142
H 0.608 -2.612 1.652
H -2.788 -1.662 -0.137
H -3.234 -0.202 -1.126
H -2.909 -1.470 -3.055
H -1.150 -1.673 -2.532
H -0.554 -3.615 -3.015
H -0.368 1.766 -3.388
H -0.832 0.024 -3.504
H -4.232 3.447 -1.122
H -4.564 1.651 -1.358
H -3.466 2.200 -0.042
H 3.047 6.718 -3.847
H 2.692 7.727 -2.343
H 4.368 7.297 -2.795
H 0.523 3.449 -3.997
H 2.421 4.313 -5.044
H 1.020 6.387 -4.912
H 4.063 1.507 -2.531
H 1.063 1.607 -6.524
H 3.579 2.253 -6.538
O -8.131 -5.390 1.749
C -7.401 -5.784 0.877
O -6.067 -5.688 1.025
C -5.114 -6.296 0.142
C -4.826 -5.408 -1.049
C -7.956 -6.299 -0.426
H -5.435 -7.299 -0.150
H -4.201 -6.424 0.725
H -5.720 -5.242 -1.653
H -4.057 -5.853 -1.683
H -4.482 -4.428 -0.717
H -8.163 -5.455 -1.084
H -8.887 -6.825 -0.215
H -7.308 -7.010 -0.932
O 5.489 -0.085 4.980
C 4.727 0.602 5.609
O 3.422 0.630 5.275
C 2.401 1.253 6.064
C 2.289 2.729 5.746
C 5.222 1.506 6.707
H 2.556 1.063 7.128
H 1.468 0.754 5.796
H 3.208 3.265 5.985
H 1.469 3.182 6.306
H 2.106 2.874 4.679
H 5.580 2.438 6.268
H 6.049 1.008 7.212
H 4.479 1.721 7.471
*
```


2.
Below is a cluster of 2 separate species, C7H11BrO3 in total, with properties calculated with ωB97M-V/def2-TZVPD.

Energy relative to the best compared isomer or geometry (same formula, charge and spin) (eV): 0.0000
SMILES: CC/C=C/C(=O)Br.CC(=O)O
Orbital gap (eV): 10.21
E_LUMO (eV): 0.46
Molecular weight (g/mol): 223.1

ORCA input file:
```
! RIJCOSX wB97M-V def2-TZVPD def2/J DEFGRID3
* xyz 0 1
C 0.871 2.917 -0.665
C 2.213 2.168 -0.360
C 1.806 0.848 0.001
C 2.066 -0.331 -0.574
C 1.508 -1.600 -0.154
O 1.314 -1.968 0.921
Br 0.947 -2.548 -1.599
H 1.242 3.902 -1.053
H 0.326 2.493 -1.401
H 0.324 3.044 0.304
H 2.698 2.735 0.470
H 2.905 2.257 -1.250
H 0.956 0.909 0.629
H 2.699 -0.491 -1.423
C -3.631 -1.618 0.524
C -2.224 -1.588 0.900
O -1.543 -0.580 0.874
O -1.744 -2.801 1.137
H -3.963 -2.636 0.149
H -4.243 -1.481 1.369
H -3.760 -0.847 -0.172
H -0.767 -2.784 1.376
*
```


3.
Below is a cluster of 3 separate species, CH5O4 in total, with properties calculated with ωB97M-V/def2-TZVPD.

Energy relative to the best compared isomer or geometry (same formula, charge and spin) (eV): 1.0407
Orbital gap (spin up / spin down) (eV): 10.88 / 5.82
E_LUMO (spin up / spin down) (eV): 0.07 / -4.99
Molecular weight (g/mol): 81.0

ORCA input file:
```
! RIJCOSX wB97M-V def2-TZVPD def2/J DEFGRID3
* xyz 0 2
O -0.057 -0.416 -0.671
C -0.678 -0.102 0.386
O -0.376 0.497 1.552
H -1.734 -0.141 0.290
H 0.861 1.242 1.672
H 1.814 2.210 0.981
O 1.701 1.796 1.861
H -0.132 -1.209 -2.207
H -1.427 -2.215 -2.354
O -0.682 -1.787 -2.829
*
```


4.
Below is a cluster of 2 separate species, C3H10N2O2 in total, with properties calculated with ωB97M-V/def2-TZVPD.

Energy relative to the best compared isomer or geometry (same formula, charge and spin) (eV): 1.5310
SMILES: CC(=O)NCN.O
Orbital gap (eV): 10.02
E_LUMO (eV): 0.68
Molecular weight (g/mol): 106.1

ORCA input file:
```
! RIJCOSX wB97M-V def2-TZVPD def2/J DEFGRID3
* xyz 0 1
C -0.768 -0.045 -2.480
C -0.458 0.065 -1.047
O -0.494 -1.024 -0.388
N 0.014 1.299 -0.700
C 0.502 1.395 0.706
N 1.614 0.496 0.965
H -1.521 -0.807 -2.594
H -1.016 0.940 -2.886
H 0.231 -0.341 -2.907
H 0.225 1.954 -1.411
H 0.596 2.621 0.973
H -0.199 1.045 1.400
H 2.281 0.400 0.202
H 1.165 -0.424 1.106
O -0.531 -1.736 2.506
H 0.049 -2.533 2.740
H -0.663 -1.821 1.515
*
```


5.
Below is the ion C4H11N4S with charge +1, with properties calculated with ωB97M-V/def2-TZVPD.

Energy relative to the best compared isomer or geometry (same formula, charge and spin) (eV): 3.7083
SMILES: CS[C@H]1N(C)NN=[N+]1C
Orbital gap (eV): 9.44
E_LUMO (eV): -3.89
Molecular weight (g/mol): 147.2

ORCA input file:
```
! RIJCOSX wB97M-V def2-TZVPD def2/J DEFGRID3
* xyz 1 1
C -1.952 0.019 1.387
S -1.870 0.177 -0.420
C -0.158 0.016 -0.725
N 0.792 1.003 0.004
C 1.229 2.117 -0.751
N 1.687 0.228 0.741
N 1.481 -0.985 0.605
N 0.512 -1.257 -0.215
C -0.067 -2.531 -0.525
H -2.236 -1.058 1.652
H -2.824 0.641 1.669
H -0.983 0.485 1.771
H 0.109 0.193 -2.013
H 1.804 1.807 -1.683
H 0.365 2.737 -1.036
H 1.959 2.783 -0.127
H 2.423 0.362 1.385
H 0.092 -2.671 -1.641
H -1.124 -2.585 -0.183
H 0.351 -3.311 0.024
*
```


6.
Below is a structure of composition C25H45Cl2PRh, with properties calculated with ωB97M-V/def2-TZVPD.

Energy relative to the best compared isomer or geometry (same formula, charge and spin) (eV): 0.9929
Orbital gap (spin up / spin down) (eV): 4.89 / 7.23
E_LUMO (spin up / spin down) (eV): 2.81 / 2.80
Molecular weight (g/mol): 550.4

ORCA input file:
```
! RIJCOSX wB97M-V def2-TZVPD def2/J DEFGRID3
* xyz -1 5
Rh 0.095 0.701 2.843
P 0.132 0.289 -0.074
Cl 2.398 0.536 2.368
C 0.276 2.540 3.258
H 1.208 2.518 3.862
H -0.503 2.792 4.026
C 1.470 -0.617 -1.143
C 0.125 2.092 -0.569
C 2.861 0.032 -1.099
H 1.518 -1.567 -0.579
C 3.924 -0.974 -1.570
H 2.880 0.899 -1.773
H 3.086 0.408 -0.093
C 3.633 -1.524 -2.975
H 4.907 -0.491 -1.550
H 3.966 -1.814 -0.863
C 2.176 -1.953 -3.179
H 3.898 -0.762 -3.718
H 4.289 -2.381 -3.169
C 1.149 -0.972 -2.601
H 1.972 -2.091 -4.248
H 2.030 -2.936 -2.710
H 1.139 -0.052 -3.207
H 0.162 -1.431 -2.712
C -1.510 -0.292 -0.845
C 0.586 2.394 -1.996
H -0.935 2.381 -0.456
C 0.454 3.887 -2.290
H 1.635 2.101 -2.107
H 0.024 1.825 -2.747
C 1.175 4.765 -1.253
H 0.856 4.092 -3.288
H -0.610 4.155 -2.293
C 0.788 4.416 0.171
H 2.258 4.645 -1.385
H 0.940 5.819 -1.418
C 0.918 2.921 0.426
H 1.425 4.924 0.904
H -0.253 4.692 0.384
H 1.979 2.642 0.425
H 0.543 2.764 1.457
C -1.633 -1.818 -0.756
H -2.214 0.141 -0.113
C -3.045 -2.285 -1.117
H -0.914 -2.299 -1.432
H -1.378 -2.148 0.261
C -3.538 -1.733 -2.461
H -3.067 -3.381 -1.125
H -3.727 -1.956 -0.322
C -3.321 -0.223 -2.610
H -3.027 -2.260 -3.278
H -4.605 -1.956 -2.571
C -1.908 0.225 -2.235
H -3.540 0.090 -3.638
H -4.031 0.304 -1.961
H -1.212 -0.151 -2.996
H -1.861 1.319 -2.283
C 0.576 -1.961 3.423
C 0.137 -0.960 4.170
H 1.590 -1.955 3.083
C -1.279 -0.967 4.849
H 0.739 -0.185 4.700
C -1.814 -2.373 4.966
H -1.296 -0.460 5.823
H -1.896 -0.398 4.123
C -1.692 -3.028 3.568
H -1.194 -2.924 5.668
H -2.856 -2.411 5.312
C -0.307 -3.049 2.978
H -1.992 -4.074 3.641
H -2.319 -2.479 2.832
H 0.137 -4.024 3.190
H -0.412 -2.985 1.875
Cl -2.164 0.989 2.225
*
```


Which formula does entry 3 have?
CH5O4


What is the molecular weight in the fifth record?
147.2 g/mol


What is the molecular weight in the third record?
81.0 g/mol